Computed, not measured: a cluster of 2 separate species, C2H4FNO2 in total at a distorted geometry, with wB97M-V/def2-TZVPD.

```
10
Properties=species:S:1:pos:R:3:forces:R:3
C -2.771588 -0.622526 -0.746727 -1.72 -0.78 1.10
C -0.570845 0.569329 -0.806933 2.56 2.96 2.79
N 0.193600 -0.053227 0.456227 -3.75 2.86 -1.94
O -3.446097 -0.053880 -1.494300 0.69 0.31 -0.58
O -2.347057 -1.270597 0.130883 0.39 0.13 -0.54
F -0.732185 1.949818 -0.464230 -0.13 -3.17 -1.20
H 0.076092 0.387980 -1.675012 -0.69 0.20 -0.29
H -0.611359 -0.476777 0.967920 0.72 -0.05 0.71
H 0.782970 -0.720371 0.001776 1.79 -1.78 -0.43
H 0.689780 0.809872 0.870984 0.14 -0.67 0.38
```
Forces are in eV/Å.

The charge is 0. As for the molecular weight: 93.057 g/mol. For the LUMO energy (alpha / beta), the calculation gives 0.49 / -2.50 eV. As for the spin multiplicity: 3. As for the energy above the lowest of the compared OMol25 structures with the same formula, charge and spin: 14.2 kcal/mol. The calculation puts the HOMO energy (alpha / beta) at -3.864 / -13.507 eV.


Computed, not measured: a cluster of 2 separate species, C2H4FNO2 in total at a distorted geometry, with wB97M-V/def2-TZVPD.

```
10
Properties=species:S:1:pos:R:3:forces:R:3
C 0.881442 1.138593 -0.024991 -0.04 -0.16 2.38
C -0.690616 -1.188362 0.019299 1.75 -3.55 -3.48
N 0.989377 0.668502 -1.318483 1.16 0.58 -0.28
O 0.121312 0.950437 -2.104497 -1.48 0.22 -0.83
O 2.016391 0.088442 -1.619694 0.71 -0.73 0.07
F -0.311007 -1.470955 1.212275 0.55 -0.11 2.74
H 1.495808 0.662918 0.765629 -0.25 0.48 -0.98
H -0.034293 1.650897 0.252146 0.29 0.11 -0.36
H -0.154642 -1.827145 -0.760538 -1.08 1.21 0.98
H -1.319860 -0.408486 -0.162874 -1.61 1.94 -0.23
```
Forces are in eV/Å.

The charge is 0. As for the molecular weight: 93.057 g/mol. For the LUMO energy (alpha / beta), the calculation gives 0.50 / -2.37 eV. As for the spin multiplicity: 3. As for the energy above the lowest of the compared OMol25 structures with the same formula, charge and spin: 49.1 kcal/mol. The calculation puts the HOMO energy (alpha / beta) at -8.351 / -11.212 eV.


Computed, not measured: a structure of composition C2H4FeLiO4 at a distorted geometry, with wB97M-V/def2-TZVPD.

```
12
Properties=species:S:1:pos:R:3:forces:R:3
O -0.395702 -0.324771 0.951716 -0.32 -0.91 0.68
C 2.624542 -0.997543 0.055943 -3.16 -1.87 -4.92
H 3.021105 -1.832737 0.657968 -0.05 -0.83 0.33
H 3.105002 -0.017932 0.231053 0.01 0.65 -0.18
C -2.182150 -2.138631 0.841177 0.80 -0.58 -1.24
O -1.942058 -1.094676 0.257128 -0.50 -0.15 0.71
O 1.751234 -1.208783 -0.917017 5.22 0.94 5.52
Li 0.645776 0.143967 -1.665911 -0.61 0.41 -1.36
H -3.079228 -2.690383 0.525203 -0.70 -0.09 0.20
H -1.380158 -2.644494 1.403417 -0.32 0.04 0.75
Fe -1.100866 2.276750 0.501321 -0.54 1.00 0.62
O -0.138411 0.655556 0.152944 0.18 1.38 -1.09
```
Forces are in eV/Å.

The charge is +4. As for the molecular weight: 154.836 g/mol. For the LUMO energy (alpha / beta), the calculation gives -19.17 / -22.36 eV. As for the spin multiplicity: 6. The calculation puts the HOMO energy (alpha / beta) at -28.323 / -28.752 eV.